Entry 1:
ORCA calculation (wB97M-V/def2-TZVPD) on a cluster of 5 separate species, C45H59NO20 in total.

- Kohn-Sham gap (eV) = 6.82
- highest occupied orbital energy (eV) = -8.502
- SMILES = CCCCCCCCCCOC[C@@](C[C@@H](O)CN)(C[C@H]1CO1)OCCC.O=C1C=C(O)C(=O)C=C1O.O=C1C=C(O)C(=O)C=C1O.O=C1C=C(O)C(=O)C=C1O.O=C1C=C(O)C(=O)C=C1O
- electronic energy (eV) = -90054.1728
- LUMO level (eV) = -1.68

Atoms and positions in Å:
C1 -3.0187 -3.6964 3.1826
C2 -2.6598 -4.4088 1.8764
C3 -1.1742 -4.2267 1.5024
C4 -0.9233 -3.6491 0.0898
C5 -0.0830 -4.5433 -0.8421
C6 0.8856 -3.7196 -1.6978
C7 2.1964 -3.3951 -0.9465
C8 2.4526 -1.9037 -0.7646
C9 2.7435 -1.1641 -2.0832
C10 1.7432 -0.0578 -2.3777
O1 2.0550 1.1241 -1.6462
C11 2.5803 2.1685 -2.4432
C12 2.6523 3.4591 -1.6293
C13 1.3645 4.2922 -1.7279
C14 0.0677 3.5278 -1.9696
O2 -0.9708 4.2187 -1.2252
C15 -0.3555 3.5155 -3.4405
N1 -1.1850 2.3637 -3.8048
C16 3.0222 3.1464 -0.1524
C17 1.8266 2.8924 0.7352
C18 2.1685 2.8772 2.3097
O3 1.3014 3.8911 1.4275
O4 3.6513 4.3258 -2.1742
C19 5.0030 3.9185 -2.0740
C20 5.8151 4.7234 -1.0472
C21 5.3174 6.1591 -0.8270
H1 -2.2321 -3.8501 3.9165
H2 -3.1437 -2.6314 2.9990
H3 -3.9409 -4.0851 3.6060
H4 -3.2982 -4.0439 1.0767
H5 -2.8614 -5.4693 2.0147
H6 -0.6632 -5.1831 1.5761
H7 -0.7239 -3.5488 2.2233
H8 -1.8675 -3.4338 -0.4055
H9 -0.4002 -2.7016 0.2061
H10 0.4736 -5.2630 -0.2447
H11 -0.7454 -5.1152 -1.4904
H12 1.1127 -4.2774 -2.6028
H13 0.3921 -2.7938 -1.9905
H14 2.1280 -3.8470 0.0437
H15 3.0417 -3.8723 -1.4393
H16 3.3212 -1.8018 -0.1155
H17 1.6036 -1.4645 -0.2420
H18 2.7238 -1.8591 -2.9177
H19 3.7404 -0.7304 -2.0227
H20 1.6656 0.1456 -3.4462
H21 0.7614 -0.3783 -2.0253
H22 3.5784 1.8807 -2.7864
H23 1.9858 2.3009 -3.3473
H24 1.5259 4.9385 -2.5917
H25 1.2723 4.9573 -0.8769
H26 0.0890 2.5103 -1.5834
H27 -1.5651 3.5577 -0.8653
H28 0.5217 3.5554 -4.0837
H29 -0.9682 4.4011 -3.5751
H30 -0.9563 1.5481 -3.2548
H31 -2.1635 2.5713 -3.6932
H32 3.6303 2.2479 -0.0958
H33 3.5069 4.0173 0.2741
H34 1.1142 2.1412 0.4113
H35 1.7527 3.2577 3.2377
H36 1.5423 1.9372 2.3891
H37 5.4501 4.0802 -3.0556
H38 5.1182 2.8563 -1.8628
H39 5.7890 4.1941 -0.0961
H40 6.8531 4.6998 -1.3700
H41 4.5596 6.4546 -1.5416
H42 4.9715 6.2867 0.1933
H43 6.1489 6.8523 -0.9459
C22 0.5123 4.4150 8.2838
C23 0.7942 3.5144 7.3326
C24 1.8494 3.7621 6.2840
O5 2.0467 2.8785 5.4691
C25 2.5605 5.0240 6.2981
C26 2.2764 5.9263 7.2479
C27 1.2374 5.6706 8.3109
O6 1.0631 6.5441 9.1396
O7 2.8730 7.1045 7.3395
O8 0.1835 2.3434 7.2300
H44 -0.2400 4.2467 9.0410
H45 3.3031 5.1957 5.5318
H46 2.4784 7.5488 8.1149
H47 0.5852 1.8938 6.4616
C28 -5.7326 -0.1463 -3.8715
C29 -6.7360 -0.6001 -4.6359
C30 -7.1797 0.1199 -5.8849
O9 -8.0886 -0.3809 -6.5196
C31 -6.5072 1.3507 -6.2497
C32 -5.5050 1.8061 -5.4850
C33 -5.0492 1.0741 -4.2464
O10 -4.1225 1.5532 -3.6170
O11 -4.8390 2.9190 -5.7511
O12 -7.4166 -1.7031 -4.3703
H48 -5.4073 -0.6559 -2.9758
H49 -6.8397 1.8661 -7.1393
H50 -4.1618 3.0120 -5.0559
H51 -8.0765 -1.7935 -5.0854
C34 -6.1239 -3.6068 8.6836
C35 -5.6549 -4.4951 7.7966
C36 -4.3993 -4.2440 7.0006
O13 -4.0426 -5.1151 6.2292
C37 -3.6966 -2.9909 7.1901
C38 -4.1666 -2.1005 8.0747
C39 -5.4100 -2.3608 8.8882
O14 -5.7481 -1.4988 9.6770
O15 -3.5906 -0.9323 8.3108
O16 -6.2395 -5.6564 7.5431
H52 -7.0213 -3.7784 9.2607
H53 -2.8066 -2.8147 6.6030
H54 -4.1336 -0.4928 8.9935
H55 -5.6868 -6.0962 6.8683
C40 1.8231 -5.2010 -5.5734
C41 2.2496 -6.1626 -6.4049
C42 3.4326 -5.9638 -7.3204
O17 3.7519 -6.9022 -8.0250
C43 4.1092 -4.6813 -7.3094
C44 3.6804 -3.7200 -6.4803
C45 2.5124 -3.9280 -5.5496
O18 2.2101 -2.9991 -4.8211
O19 4.2363 -2.5202 -6.4025
O20 1.6829 -7.3542 -6.4959
H56 0.9776 -5.3347 -4.9135
H57 4.9465 -4.5429 -7.9784
H58 3.7322 -2.0299 -5.7249
H59 2.1936 -7.8479 -7.1671

Entry 2:
ORCA calculation (wB97M-V/def2-TZVPD) on an isolated molecule of C19H20N4O2S.

- ΔE to the lowest compared entry with this formula, charge and spin (eV) = 2.168
- Kohn-Sham gap (eV) = 8.58
- highest occupied orbital energy (eV) = -8.014
- SMILES = CCCn1c(SCC(=O)N2CCc3ccccc32)nnc1-c1ccco1
- electronic energy (eV) = -40918.0927
- LUMO level (eV) = 0.57

Atoms and positions in Å:
C1 -2.5778 -0.9103 3.6585
C2 -1.6822 -0.4200 2.5293
C3 -2.4975 0.3530 1.4908
N1 -1.6959 0.7580 0.3673
C4 -1.7500 0.2327 -0.8941
N2 -0.8653 0.7957 -1.6703
N3 -0.1945 1.6814 -0.9448
C5 -0.6806 1.6706 0.2794
C6 -0.1897 2.5326 1.3213
C7 -0.6783 2.9043 2.5523
C8 0.2545 3.8191 3.0840
C9 1.2363 3.9373 2.1459
O1 0.9752 3.1706 1.0848
H1 2.1390 4.5151 2.1251
H2 0.1981 4.3157 4.0306
H3 -1.5849 2.5888 3.0247
S1 -2.8750 -1.0126 -1.3949
C10 -1.8360 -2.5245 -1.1563
C11 -0.4187 -2.1503 -0.7610
O2 -0.0884 -2.2061 0.4124
N4 0.3968 -1.7564 -1.7546
C12 1.6900 -1.2417 -1.5712
C13 2.4640 -1.2341 -0.4261
C14 3.7229 -0.6540 -0.4985
C15 4.1922 -0.1022 -1.6774
C16 3.4038 -0.1089 -2.8209
C17 2.1530 -0.6808 -2.7600
C18 1.0956 -0.7740 -3.8158
H4 1.4693 -1.1990 -4.7472
H5 0.6986 0.2220 -4.0188
C19 0.0224 -1.6572 -3.1641
H6 -0.9649 -1.2076 -3.2682
H7 0.0139 -2.6628 -3.6016
H8 3.7606 0.3309 -3.7400
H9 5.1755 0.3426 -1.7084
H10 4.3433 -0.6362 0.3852
H11 2.0996 -1.6595 0.4935
H12 -1.8883 -3.0944 -2.0813
H13 -2.2866 -3.0889 -0.3401
H14 -2.9571 1.2410 1.9351
H15 -3.2966 -0.2839 1.0980
H16 -1.1960 -1.2665 2.0414
H17 -0.8974 0.2242 2.9294
H18 -1.9910 -1.4611 4.3881
H19 -3.3538 -1.5690 3.2750
H20 -3.0577 -0.0739 4.1637

Entry 3:
ORCA calculation (wB97M-V/def2-TZVPD) on a cluster of 2 separate species, C2H8S2 in total.

- ΔE to the lowest compared entry with this formula, charge and spin (eV) = 0.227
- Kohn-Sham gap (eV) = 9.77
- highest occupied orbital energy (eV) = -8.998
- SMILES = CCS.S
- electronic energy (eV) = -23873.9197
- LUMO level (eV) = 0.77

Atoms and positions in Å:
S1 3.1011 0.0033 -0.5709
H1 3.0281 0.0428 0.7781
H2 2.5044 -1.1614 -0.6844
C1 -0.5078 -0.1076 0.8055
C2 -1.0885 -0.1949 -0.5996
S2 -2.4468 1.0003 -0.8675
H3 -1.1730 -0.3694 1.6278
H4 -0.0918 0.8843 0.9670
H5 0.2900 -0.8537 0.8775
H6 -0.3060 -0.0384 -1.3306
H7 -1.5243 -1.1770 -0.7805
H8 -1.7853 1.9715 -0.2225